ORCA calculation (ωB97M-V with the def2-TZVPD basis set) on a 7-piece molecular cluster, C24H60BrCl2N3O8PS6 overall at a distorted geometry.

Values from the calculation:
* molecular weight: 892.94 g/mol
* total charge: +1
* HOMO: -0.362 Ha
* gap between HOMO and LUMO: 5.71 eV

Last column: Löwdin charge in e.
Geometry (Å):
1 C -0.53605 -0.21478 1.51922  -0.058
2 C 0.83813 -0.89987 1.75361  -0.346
3 C 0.71589 -1.95960 2.85744  -0.070
4 C 1.55763 -1.37419 0.45601  -0.291
5 C 1.13527 -0.53732 -0.74806  -0.069
6 C 1.38546 -2.85553 0.09912  -0.114
7 O 0.19021 -3.15035 -0.67247  -0.072
8 C -0.88892 -3.46749 0.11154  -0.377
9 N -1.10479 -4.85575 0.56373  0.222
10 C -2.43813 -4.93195 0.68754  -0.462
11 N -3.00821 -6.03470 1.18225  0.200
12 N -3.10466 -3.83324 0.22239  -0.061
13 C -3.67135 -2.86716 1.18050  -0.652
14 Cl -3.97368 -3.55933 2.79219  0.779
15 C -4.95837 -2.22498 0.67631  -0.712
16 C -6.08509 -3.23178 0.39922  -0.110
17 Cl -4.62195 -1.18784 -0.74741  0.680
18 C -2.11437 -3.27580 -0.76983  -0.350
19 P -2.21806 -4.48175 -2.24185  0.630
20 O -2.17989 -3.54827 -3.57253  -0.352
21 Br -4.35332 -5.19734 -2.26061  0.373
22 H -1.12073 -0.69757 0.74328  0.046
23 H -0.38637 0.83511 1.31608  0.083
24 H -1.08264 -0.30823 2.45621  0.078
25 H 1.45877 -0.11109 2.16484  0.127
26 H 0.78415 -1.44373 3.81000  0.083
27 H 1.52393 -2.68407 2.84700  0.077
28 H -0.23884 -2.48647 2.87374  0.063
29 H 2.61751 -1.17337 0.57552  0.121
30 H 0.08837 -0.66898 -1.01250  0.054
31 H 1.26793 0.50894 -0.50368  0.088
32 H 1.70821 -0.80052 -1.62697  0.080
33 H 1.45779 -3.53950 0.94227  0.115
34 H 2.20278 -3.11507 -0.56492  0.135
35 H -1.00362 -2.78672 0.94847  0.125
36 H -0.72421 -5.61126 -0.00059  0.171
37 H -2.92994 -6.28367 2.15427  0.120
38 H -3.55356 -6.62907 0.57664  0.116
39 H -2.97664 -2.05237 1.35229  0.088
40 H -5.26901 -1.55060 1.46216  0.091
41 H -6.88546 -3.02701 1.09985  0.082
42 H -5.72307 -4.24570 0.49214  0.049
43 H -6.49121 -3.03058 -0.58185  0.061
44 H -2.14664 -2.21753 -0.99858  0.094
45 H -1.35193 -3.04420 -3.61692  0.068
46 C 3.72654 1.61873 -2.90122  -0.253
47 S 4.85287 0.83704 -1.73258  0.831
48 O 4.01761 0.36566 -0.58109  -0.561
49 C 5.63723 2.35649 -1.20454  -0.266
50 H 3.09150 0.84463 -3.32898  0.042
51 H 3.10915 2.35766 -2.38617  0.047
52 H 4.30450 2.09356 -3.69362  0.057
53 H 4.86795 3.01984 -0.81289  -0.006
54 H 6.15502 2.81420 -2.04602  0.063
55 H 6.35762 2.11602 -0.42670  0.047
56 C 9.68527 -1.46790 -1.68931  -0.267
57 S 8.90933 0.05199 -1.12574  0.817
58 O 7.68216 0.24992 -1.94805  -0.596
59 C 10.16818 1.16026 -1.77390  -0.265
60 H 9.03532 -2.29783 -1.42088  0.050
61 H 9.81171 -1.43644 -2.77137  0.060
62 H 10.65022 -1.58642 -1.19676  0.055
63 H 10.26332 1.01910 -2.85044  0.060
64 H 11.11815 0.96024 -1.27855  0.055
65 H 9.85795 2.18193 -1.56482  0.050
66 C -6.07104 -2.02519 5.15443  -0.288
67 S -7.60594 -2.96236 5.15572  0.792
68 O -8.45465 -2.39639 4.07552  -0.553
69 C -8.22447 -2.32396 6.71737  -0.266
70 H -5.55981 -2.25590 4.22254  -0.042
71 H -6.28635 -0.95730 5.20184  0.063
72 H -5.45342 -2.32372 6.00227  0.058
73 H -8.30350 -1.23830 6.66501  0.061
74 H -7.55126 -2.61871 7.52242  0.055
75 H -9.20821 -2.75445 6.89034  0.053
76 C 2.96988 6.01011 1.49898  -0.265
77 S 3.53046 4.40952 0.91740  0.833
78 O 2.61565 3.98975 -0.18999  -0.567
79 C 3.04170 3.48295 2.37578  -0.253
80 H 3.14234 6.74075 0.71193  0.050
81 H 1.90469 5.97424 1.72623  0.047
82 H 3.54191 6.28549 2.38524  0.060
83 H 1.97099 3.60267 2.54378  0.059
84 H 3.60447 3.84200 3.23695  0.056
85 H 3.27274 2.43317 2.19977  0.044
86 C -3.64293 1.51050 -5.65372  -0.267
87 S -2.72450 2.11356 -4.23087  0.803
88 O -1.45092 2.68217 -4.73921  -0.548
89 C -2.34337 0.49024 -3.55156  -0.285
90 H -3.94357 2.36986 -6.24888  0.053
91 H -3.00828 0.85575 -6.25087  0.059
92 H -4.52938 0.97497 -5.31331  0.053
93 H -1.79292 -0.09673 -4.28818  0.055
94 H -3.27015 -0.01671 -3.27872  0.026
95 H -1.72909 0.63058 -2.66294  0.039
96 C 0.32788 5.45587 -1.38067  -0.269
97 S 0.48131 7.21509 -1.09138  0.820
98 O 0.67162 7.40900 0.37650  -0.567
99 C -1.23006 7.62679 -1.46004  -0.272
100 H 1.28827 4.98622 -1.15892  0.000
101 H -0.43920 5.04328 -0.72197  0.064
102 H 0.06584 5.27963 -2.42519  0.058
103 H -1.89182 7.07082 -0.79548  0.056
104 H -1.44331 7.38343 -2.50085  0.053
105 H -1.36446 8.69490 -1.30075  0.048